Entry 1:
Molecular formula: C11H16N4O4
Method: DFT, ωB97M-V with the def2-TZVPD basis set

Calculated values
Net charge: 0
SMILES: C[C@@H]1CN(C(=O)c2nn(C)cc2[N+](=O)[O-])C[C@H](C)O1
Molecular weight in Da: 268.27
HOMO-LUMO gap in eV: 9.0
HOMO energy in eV: -9.11

Cartesian coordinates (Å):
1 C 3.34941 0.36947 -1.16963
2 C 1.83304 0.92244 -1.33972
3 C 0.87513 0.41212 -0.32872
4 N -0.44068 0.85222 -0.69242
5 C -1.53728 0.36617 -0.05750
6 O -2.73588 0.80217 -0.37097
7 C -1.21796 0.05017 1.37426
8 N -1.38367 -1.54599 1.51045
9 N -1.28212 -1.63567 2.76486
10 C -1.20087 -3.18745 3.18793
11 C -0.73358 -0.63040 3.46484
12 C -0.76118 0.55036 2.66604
13 N -0.43421 1.79755 2.83153
14 O -0.45136 2.41711 1.92955
15 O -0.37450 2.04147 3.98265
16 C -0.71353 1.46632 -2.10442
17 C 0.08796 0.68121 -3.04219
18 C -0.59230 -0.50364 -3.27773
19 O 1.38363 0.39470 -2.64576
20 H 3.28754 -0.72092 -1.22072
21 H 3.98666 0.88996 -2.02113
22 H 3.70146 0.83356 -0.29324
23 H 1.80752 2.11817 -1.51489
24 H 1.27187 1.05433 0.61319
25 H 0.89599 -0.78642 -0.32923
26 H -1.02288 -3.22142 4.30761
27 H -2.22781 -3.47136 3.16555
28 H -1.00030 -3.76660 2.58725
29 H -0.74732 -0.55269 4.48398
30 H -0.16008 2.47081 -2.03368
31 H -1.64464 1.43016 -2.17205
32 H -0.00463 1.13249 -4.07174
33 H -0.50977 -1.19994 -2.38687
34 H -1.29209 -0.56303 -3.75257
35 H -0.01154 -1.26745 -4.04451

Population analysis type Mulliken, resulting atomic charges in e:
1 C -1.316
2 C 0.079
3 C -0.155
4 N 0.225
5 C 0.574
6 O -0.726
7 C 0.140
8 N -0.842
9 N 0.699
10 C -1.277
11 C -0.833
12 C 0.381
13 N 1.149
14 O -0.592
15 O -0.720
16 C -1.426
17 C 0.911
18 C -2.161
19 O -0.401
20 H 0.355
21 H 0.308
22 H 0.432
23 H 0.201
24 H 0.078
25 H 0.201
26 H 0.273
27 H 0.464
28 H 0.645
29 H 0.446
30 H 0.162
31 H 1.022
32 H 0.258
33 H 0.194
34 H 0.945
35 H 0.308

=====

Entry 2:
Molecular formula: C11H16O2
Method: DFT, ωB97M-V with the def2-TZVPD basis set

Calculated values
Net charge: 0
SMILES: CC1=CC[C@@H](/C(C=O)=C/O)C1(C)C
Molecular weight in Da: 180.25
HOMO-LUMO gap in eV: 8.9
HOMO energy in eV: -8.65

Cartesian coordinates (Å):
1 C 2.48172 -1.28480 0.43833
2 C 1.32696 -0.55041 -0.17236
3 C 0.99461 -0.81516 -1.42985
4 C 0.03878 0.11475 -1.91098
5 C -0.55858 0.72716 -0.56902
6 C -1.71551 -0.25725 -0.19117
7 C -2.75794 0.49455 0.67533
8 O -2.88613 1.72400 0.75172
9 C -1.81627 -1.44894 -0.64161
10 O -2.94120 -2.27167 -0.40753
11 C 0.62017 0.65437 0.40735
12 C 0.09847 0.39273 1.78989
13 C 1.52128 2.05709 0.08614
14 H 2.48714 -1.34395 1.48493
15 H 3.51170 -0.88559 0.11526
16 H 2.37862 -2.31878 0.23225
17 H 1.42382 -1.54489 -2.04711
18 H 0.65043 0.83904 -2.50406
19 H -0.73446 -0.23131 -2.57304
20 H -1.12090 1.78083 -0.48787
21 H -3.34498 -0.18537 1.40362
22 H -1.12847 -2.23912 -1.28656
23 H -3.68095 -1.80351 0.17012
24 H -0.50885 -0.58770 1.84202
25 H -0.57608 1.23385 2.21668
26 H 0.94316 0.35457 2.43732
27 H 2.51235 2.05055 0.58032
28 H 1.02501 2.90787 0.52939
29 H 1.75608 2.43709 -0.93951

Population analysis type Mulliken, resulting atomic charges in e:
1 C -1.706
2 C 0.614
3 C -1.006
4 C -1.364
5 C 0.309
6 C -0.445
7 C -0.547
8 O -0.475
9 C 0.643
10 O -0.554
11 C 1.804
12 C -2.050
13 C -1.430
14 H 0.432
15 H 0.242
16 H 0.470
17 H 0.582
18 H 0.332
19 H 0.521
20 H 0.483
21 H 0.227
22 H 0.240
23 H 0.322
24 H 0.343
25 H 0.270
26 H 0.651
27 H 0.372
28 H 0.443
29 H 0.277

=====

Entry 3:
Molecular formula: C11H16O6Si
Method: DFT, ωB97M-V with the def2-TZVPD basis set

Calculated values
Net charge: 0
SMILES: O=C1C=C(O)C(=O)C=C1O.O=COCCCC[SiH3]
Molecular weight in Da: 272.33
HOMO-LUMO gap in eV: 8.2
HOMO energy in eV: -9.93

Cartesian coordinates (Å):
1 O 1.92584 1.89178 5.45296
2 C 1.50826 1.86223 4.31149
3 C 1.29598 3.05280 3.49930
4 C 0.81763 2.93668 2.25476
5 O 0.60462 3.98442 1.46641
6 C 0.48386 1.60101 1.65775
7 O 0.03620 1.57275 0.52471
8 C 0.71555 0.40954 2.45939
9 C 1.19727 0.52414 3.70405
10 O 1.43009 -0.52312 4.48196
11 H 1.53756 4.00951 3.94004
12 H 0.25602 3.62688 0.62620
13 H 0.48664 -0.54850 2.01364
14 H 1.77103 -0.16589 5.32620
15 O 1.63320 -3.93884 -1.74702
16 C 1.57564 -3.09482 -2.51777
17 O 1.92194 -1.81129 -2.23724
18 C 0.87883 -1.10456 -1.50208
19 C 0.29528 -0.01075 -2.40760
20 C -1.20240 -0.13513 -2.69096
21 C -2.08198 -0.45970 -1.45370
22 Si -3.28091 -1.86959 -1.87885
23 H 1.23476 -3.23933 -3.54337
24 H 0.14599 -1.81171 -1.16107
25 H 1.37144 -0.63946 -0.67144
26 H 0.50589 0.96016 -2.00243
27 H 0.80490 -0.08925 -3.35114
28 H -1.36957 -0.82472 -3.50256
29 H -1.53412 0.82189 -3.05922
30 H -2.67075 0.41172 -1.22154
31 H -1.50288 -0.67052 -0.56746
32 H -4.62628 -1.66896 -1.30726
33 H -2.71248 -3.19414 -1.54461
34 H -3.45305 -1.86524 -3.35151

Population analysis type Mulliken, resulting atomic charges in e:
1 O -0.615
2 C 0.918
3 C -0.899
4 C 0.248
5 O -0.583
6 C 1.026
7 O -0.557
8 C -0.833
9 C 0.290
10 O -0.566
11 H 0.426
12 H 0.344
13 H 0.464
14 H 0.359
15 O -0.404
16 C 0.088
17 O -0.405
18 C -0.379
19 C -0.600
20 C -0.868
21 C -0.355
22 Si 0.280
23 H 0.396
24 H 0.548
25 H 0.028
26 H 0.297
27 H 0.414
28 H 0.518
29 H 0.209
30 H 0.573
31 H 0.002
32 H -0.134
33 H -0.116
34 H -0.114

=====

Entry 4:
Molecular formula: C11H16O8PTi
Method: DFT, ωB97M-V with the def2-TZVPD basis set

Calculated values
Net charge: +2
Multiplicity: 2
Molecular weight in Da: 355.08
HOMO-LUMO gap (alpha / beta) in eV: 5.8 / 5.7
HOMO energy (alpha / beta) in eV: -16.09 / -15.90

Cartesian coordinates (Å):
1 O 2.22268 -2.68012 -2.17716
2 C 1.26070 -2.04270 -2.10716
3 Ti -0.50940 -0.83045 -2.14332
4 O 1.19182 1.83881 -3.02307
5 C 0.60933 0.89090 -2.71205
6 C -2.34158 0.33518 -2.15425
7 O -3.33762 0.93104 -2.12786
8 C -1.71296 -2.61686 -1.59634
9 O -2.92327 -2.65195 -1.50100
10 C -0.90932 -1.44473 -4.05257
11 O -1.15997 -1.80596 -5.13994
12 H -1.00787 -3.50041 -1.36073
13 C 3.85002 0.70145 0.42910
14 C 2.65203 -0.15217 0.07521
15 O 1.46095 0.01786 1.01349
16 P 0.14060 -0.01747 0.01298
17 O -0.08031 1.58328 -0.19299
18 C -0.62717 2.49420 0.81193
19 C 0.20476 2.55975 2.05619
20 O -1.34700 -0.38172 0.51934
21 C -2.13884 -0.47264 1.76908
22 C -1.83247 -1.73542 2.50879
23 H 3.63781 1.77200 0.31932
24 H 4.65868 0.46195 -0.27767
25 H 4.19978 0.46575 1.43658
26 H 2.34114 0.14712 -0.95112
27 H 2.88014 -1.22714 0.04409
28 H -0.57808 3.45595 0.28598
29 H -1.67800 2.25842 1.02928
30 H 1.23821 2.88142 1.85146
31 H -0.24647 3.32410 2.69911
32 H 0.21678 1.61379 2.61682
33 H -1.86291 0.41637 2.32229
34 H -3.21866 -0.40866 1.56534
35 H -0.75004 -1.84881 2.62954
36 H -2.28333 -1.69616 3.51194
37 H -2.22014 -2.63596 2.00940

Population analysis type Mulliken, resulting atomic charges in e:
1 O -0.121
2 C 0.460
3 Ti -0.337
4 O -0.123
5 C 0.467
6 C 0.484
7 O -0.133
8 C 0.182
9 O -0.343
10 C 0.570
11 O -0.188
12 H 0.334
13 C -1.389
14 C 0.119
15 O -0.421
16 P 0.626
17 O -0.196
18 C -0.268
19 C -0.996
20 O -0.124
21 C -0.180
22 C -1.171
23 H 0.327
24 H 0.392
25 H 0.360
26 H 0.058
27 H 0.380
28 H 0.377
29 H 0.241
30 H 0.281
31 H 0.419
32 H 0.264
33 H 0.307
34 H 0.300
35 H 0.314
36 H 0.412
37 H 0.315

=====

Asked for energy across the records above, the calculation gives -25801.8141, -15757.6268, -31827.0752, -60430.5958 eV in order.